[1]
ORCA calculation (ωB97M-V/def2-TZVPD) on a molecular structure, C46H43BrIrN4O2S3SeSi.

Element x y z (Å)
Ir (-0.87173, -2.17103, 0.26175)
N (0.97474, -2.06594, -0.37010)
S (1.97726, -1.00023, -0.77856)
N (1.77658, -0.32519, -2.15680)
S (0.72930, 0.84714, -2.57581)
N (0.22776, 1.57826, -1.23734)
S (-0.84066, 1.19109, -0.17352)
N (-0.94253, -0.10931, 0.41715)
C (-2.36014, 1.89896, -0.90272)
C (-3.47845, 1.10022, -0.87485)
C (-4.66650, 1.54457, -1.37448)
C (-4.71577, 2.85624, -1.70263)
C (-3.58664, 3.67142, -1.76991)
C (-2.35087, 3.17468, -1.41549)
C (-0.52071, 2.36660, 1.16059)
C (-0.85083, 1.93869, 2.42423)
C (-0.74950, 2.89097, 3.45319)
C (-0.39057, 4.18388, 3.18296)
C (-0.04360, 4.54797, 1.93744)
C (-0.12918, 3.67530, 0.86636)
C (-0.77763, 0.17723, -3.21850)
C (-1.48849, 1.19373, -3.94560)
C (-2.61652, 0.79318, -4.60962)
C (-3.10007, -0.51431, -4.46335)
C (-2.29435, -1.48384, -3.87585)
C (-1.13785, -1.14384, -3.25171)
C (3.26513, 3.31232, -3.77641)
C (2.80931, 4.19277, -2.86779)
C (3.73449, 5.07598, -2.38431)
C (5.02741, 5.00867, -2.83696)
C (5.46150, 4.10424, -3.79118)
C (4.53398, 3.17866, -4.27149)
C (2.41366, 0.33664, 0.27813)
C (2.03302, 0.25274, 1.58901)
C (2.48450, 1.22206, 2.49664)
C (3.21315, 2.30564, 2.05792)
C (3.52825, 2.41250, 0.68395)
C (3.09692, 1.43769, -0.20544)
C (3.48085, -1.95104, -0.89882)
C (4.56712, -1.55425, -0.10557)
C (5.68305, -2.37400, -0.07811)
C (5.72092, -3.56888, -0.79836)
C (4.60764, -3.99876, -1.46209)
C (3.42879, -3.15239, -1.49654)
H (-3.48903, 0.08081, -0.46475)
H (-5.58576, 0.97327, -1.33739)
H (-5.72304, 3.31443, -1.93190)
H (-3.67673, 4.65509, -2.16028)
H (-1.47824, 3.78181, -1.55286)
H (-1.20871, 0.89901, 2.54759)
H (-1.13664, 2.59512, 4.43992)
H (-0.44916, 4.93530, 3.95383)
H (0.32855, 5.49376, 1.70762)
H (0.23020, 3.98725, -0.10874)
H (-1.03725, 2.21909, -3.92171)
H (-3.12672, 1.50859, -5.21400)
H (-4.12984, -0.85953, -4.79819)
H (-2.70928, -2.51129, -3.95397)
H (-0.44072, -1.75583, -2.65536)
H (1.69807, 4.24506, -2.53492)
H (3.46804, 5.78395, -1.60212)
H (5.72340, 5.66553, -2.41618)
H (6.50797, 4.09470, -4.08831)
H (4.87700, 2.46176, -4.97195)
H (1.37451, -0.53324, 1.97368)
H (2.29646, 1.11406, 3.56019)
H (3.54972, 2.97802, 2.81258)
H (4.03188, 3.28479, 0.32746)
H (3.42473, 1.45357, -1.22815)
H (4.46208, -0.63814, 0.41856)
H (6.52693, -1.93299, 0.46614)
H (6.58704, -4.20846, -0.80743)
H (4.64236, -4.89153, -2.07137)
H (2.53752, -3.52678, -1.98793)
Br (-4.70804, 2.55314, 5.17898)
C (-3.84589, 0.92178, 4.77396)
C (-2.82232, 0.41465, 5.60245)
C (-2.16083, -0.72800, 5.25375)
C (-2.32859, -1.34289, 4.00289)
C (-3.25032, -0.76799, 3.15122)
C (-4.08098, 0.30600, 3.56739)
C (-3.40669, -1.26836, 1.75936)
O (-4.34460, -0.96075, 1.09565)
O (-2.44515, -2.17356, 1.39110)
H (-2.51746, 1.00080, 6.47188)
H (-1.44511, -1.02302, 5.97197)
H (-1.75364, -2.19507, 3.73374)
H (-4.81238, 0.73608, 2.89573)
C (-3.30167, -6.29641, 0.93117)
Si (-1.51614, -5.87058, 0.87212)
C (-0.65161, -5.28174, 2.37840)
C (-0.64797, -7.37836, 0.30037)
Se (-1.13216, -4.21637, -0.67675)
H (-3.38140, -6.91512, 1.82555)
H (-3.56902, -6.93803, 0.13188)
H (-4.01075, -5.48210, 0.89828)
H (-0.78688, -6.07450, 3.11819)
H (-1.07534, -4.33822, 2.86725)
H (0.38665, -5.27857, 2.17358)
H (-1.19970, -8.21988, 0.68814)
H (0.28700, -7.41004, 0.84899)
H (-0.41712, -7.49707, -0.74674)

The net charge is +1. The calculation puts the total energy at -8711.45406 hartree. The value obtained for the LUMO energy (alpha / beta) is -2.32 / -4.82 eV. Its energy above the lowest of the compared OMol25 structures with the same formula, charge and spin is 147.9 kJ/mol. Its HOMO energy (alpha / beta) is -10.807 / -10.980 eV. The spin multiplicity is 5.



[2]
ORCA calculation (ωB97M-V/def2-TZVPD) on a molecular structure, C46H43Cl2KN4O2P2Si.

Element x y z (Å)
K (0.35080, 1.51560, -0.18129)
O (-1.32409, 2.64004, -1.32681)
C (-1.85060, 3.34027, -2.24240)
C (-2.93846, 4.23548, -1.98367)
C (-3.53427, 4.98323, -2.97601)
C (-3.09240, 4.91619, -4.30227)
C (-2.02630, 4.07356, -4.58354)
C (-1.40404, 3.30022, -3.60653)
C (-0.28585, 2.42452, -3.99711)
N (0.82674, 2.15720, -3.34302)
C (1.56013, 1.33443, -4.17017)
C (0.89770, 1.10114, -5.33424)
N (-0.29067, 1.78721, -5.20563)
H (-3.28901, 4.28321, -0.95848)
H (-4.36165, 5.63804, -2.71886)
H (-3.55032, 5.51307, -5.08023)
H (-1.63822, 4.03889, -5.59899)
H (2.51107, 0.93093, -3.86367)
H (1.12535, 0.48426, -6.18596)
H (-1.06639, 1.77947, -5.84199)
Cl (1.17821, 0.94260, 5.41514)
C (0.49728, 2.35052, 4.62090)
C (-0.09128, 3.33199, 5.42320)
C (-0.64998, 4.45021, 4.87916)
Cl (-1.38846, 5.65111, 5.93392)
C (-0.63375, 4.64759, 3.47428)
C (-1.19090, 5.76968, 2.82246)
C (-1.11886, 5.86979, 1.46383)
C (-0.47344, 4.84985, 0.74024)
N (0.05944, 3.79811, 1.31229)
C (-0.02436, 3.66248, 2.66103)
C (0.55166, 2.41747, 3.21251)
O (1.03622, 1.53708, 2.46006)
H (-0.10506, 3.19289, 6.49680)
H (-1.67759, 6.53526, 3.41299)
H (-1.55422, 6.70956, 0.93674)
H (-0.41432, 4.89449, -0.34195)
N (2.63767, -1.71591, -0.42816)
P (2.35611, -0.82662, 1.05025)
C (1.54807, -2.10635, 2.10642)
C (0.58559, -1.68793, 3.01663)
C (-0.03555, -2.61079, 3.85334)
C (0.29840, -3.95353, 3.77555)
C (1.26502, -4.37601, 2.86601)
C (1.88895, -3.45457, 2.04081)
C (4.02808, -0.94128, 1.82352)
C (5.14681, -1.52958, 1.24353)
C (6.37596, -1.52902, 1.90010)
C (6.50022, -0.93885, 3.14792)
C (5.38659, -0.34356, 3.73593)
C (4.16783, -0.33903, 3.07884)
P (1.38280, -1.22076, -1.61512)
C (1.94652, -2.38701, -2.96701)
C (1.18131, -2.39430, -4.13612)
C (1.50372, -3.21349, -5.20618)
C (2.61258, -4.05327, -5.13604)
C (3.37926, -4.06337, -3.98223)
C (3.04680, -3.23671, -2.90896)
C (-0.11192, -1.90268, -1.01581)
C (-0.23223, -3.27564, -0.73256)
C (-1.41384, -3.96635, -0.86844)
C (-2.48714, -3.29045, -1.55745)
C (-2.46009, -1.96592, -1.80567)
C (-1.40490, -1.08455, -1.16497)
H (3.52542, -1.39769, -0.81103)
H (0.33872, -0.63332, 3.07278)
H (-0.78686, -2.27433, 4.55790)
H (-0.19833, -4.67475, 4.41415)
H (1.52105, -5.42696, 2.79471)
H (2.62825, -3.77576, 1.31438)
H (5.07043, -2.02754, 0.28464)
H (7.23283, -1.99895, 1.43094)
H (7.45547, -0.93930, 3.65950)
H (5.46889, 0.12862, 4.70779)
H (3.30796, 0.14780, 3.53156)
H (0.30291, -1.75797, -4.18955)
H (0.88318, -3.20607, -6.09542)
H (2.86441, -4.70064, -5.96815)
H (4.23473, -4.72576, -3.90502)
H (3.63369, -3.27908, -1.99876)
H (0.66976, -3.82460, -0.46783)
H (-1.47351, -5.02623, -0.65575)
H (-3.30609, -3.88519, -1.95750)
H (-3.21911, -1.50714, -2.43269)
H (-1.20089, -0.24748, -1.84011)
C (-5.05268, -0.80688, -0.08782)
Si (-3.52309, -0.91707, 0.98542)
C (-3.44359, -2.60390, 1.78202)
C (-3.76698, 0.35791, 2.34359)
C (-1.91483, -0.43366, 0.17890)
H (-5.93444, -0.81357, 0.56259)
H (-5.11414, -1.64470, -0.78359)
H (-5.06529, 0.12074, -0.66805)
H (-4.44075, -3.05286, 1.84476)
H (-3.03473, -2.52836, 2.79343)
H (-2.79757, -3.27066, 1.20429)
H (-4.65040, 0.14028, 2.95317)
H (-3.88305, 1.35790, 1.91405)
H (-2.89615, 0.38835, 3.00699)
H (-1.14853, -0.59536, 0.95310)
H (-1.99939, 0.65415, 0.03374)

The net charge is -2. The calculation puts the total energy at -4640.88481 hartree. The value obtained for the LUMO energy is 4.03 eV. Its energy above the lowest of the compared OMol25 structures with the same formula, charge and spin is 27.4 kJ/mol. Its HOMO energy is -1.017 eV.



> The lowest energy above the lowest of the compared OMol25 structures with the same formula, charge and spin belongs to which entry?

C46H43Cl2KN4O2P2Si